{"formula": "C38H101N5O18", "method": "the ωB97M-V functional and the def2-TZVPD basis", "elements": ["C", "O", "C", "C", "N", "C", "C", "O", "C", "H", "H", "H", "H", "H", "H", "H", "H", "H", "H", "H", "H", "H", "H", "H", "C", "O", "C", "C", "N", "C", "C", "O", "C", "H", "H", "H", "H", "H", "H", "H", "H", "H", "H", "H", "H", "H", "H", "H", "C", "O", "C", "C", "N", "C", "C", "O", "C", "H", "H", "H", "H", "H", "H", "H", "H", "H", "H", "H", "H", "H", "H", "H", "C", "O", "C", "C", "N", "C", "C", "O", "C", "H", "H", "H", "H", "H", "H", "H", "H", "H", "H", "H", "H", "H", "H", "H", "C", "O", "C", "C", "N", "C", "C", "O", "C", "H", "H", "H", "H", "H", "H", "H", "H", "H", "H", "H", "H", "H", "H", "H", "O", "C", "C", "O", "H", "H", "H", "H", "H", "H", "O", "C", "C", "O", "H", "H", "H", "H", "H", "H", "O", "C", "C", "O", "H", "H", "H", "H", "H", "H", "C", "O", "H", "H", "H", "H", "C", "O", "H", "H", "H", "H"], "xyz": [[3.5606, -3.1390, 3.1187], [4.7979, -2.3964, 2.8007], [4.6412, -1.1024, 3.3455], [5.8145, -0.2512, 3.1766], [6.3519, -0.3229, 1.8334], [5.3593, -0.1956, 0.7779], [5.9308, -0.4699, -0.5968], [6.1750, -1.8285, -0.8783], [4.9828, -2.4838, -1.2472], [2.7429, -2.4551, 2.9901], [3.5379, -3.2681, 4.2313], [3.4939, -4.0321, 2.5093], [4.3279, -1.1666, 4.3928], [3.7883, -0.6374, 2.8775], [6.5970, -0.5014, 3.9046], [5.5848, 0.7951, 3.3382], [6.9303, -1.1654, 1.7252], [4.9824, 0.8441, 0.8412], [4.5205, -0.9126, 0.8803], [6.9262, 0.0365, -0.6874], [5.2276, 0.0330, -1.3501], [5.2133, -3.4094, -1.7861], [4.3283, -1.8246, -1.9071], [4.3276, -2.6618, -0.3670], [3.0699, -7.9626, 7.7979], [3.5720, -6.6260, 7.7739], [2.8596, -5.6988, 7.0039], [3.2852, -4.2786, 7.3393], [2.5279, -3.4027, 6.4538], [1.1843, -3.2073, 6.9898], [0.3845, -2.3003, 6.0176], [1.1261, -1.0743, 5.8993], [0.6973, -0.3603, 4.7724], [2.7104, -8.1923, 6.8259], [2.2472, -8.0446, 8.4816], [3.7986, -8.6844, 8.1222], [1.8034, -5.7251, 7.1241], [3.1471, -5.7483, 5.9551], [4.3613, -4.2357, 7.2207], [2.9995, -3.9914, 8.4109], [2.9726, -2.4874, 6.5788], [1.1637, -2.8054, 8.0271], [0.7103, -4.1391, 7.0661], [-0.5887, -2.1413, 6.4444], [0.3255, -2.9256, 5.0860], [1.3088, 0.5361, 4.8033], [-0.4172, -0.0727, 4.7680], [1.0066, -0.9743, 3.8995], [3.9520, 5.0537, 1.7027], [2.8592, 5.1000, 0.7888], [1.9008, 6.0911, 1.1543], [0.8261, 6.1278, 0.0351], [-0.1733, 7.1367, 0.4004], [-1.5199, 6.8105, 0.0624], [-2.3662, 8.0154, -0.0120], [-2.1593, 8.7833, -1.1464], [-3.0869, 9.8208, -1.1779], [4.6286, 5.8539, 1.4906], [4.4540, 4.1078, 1.4945], [3.7414, 5.1571, 2.7820], [2.3366, 7.0532, 1.2553], [1.4511, 5.7858, 2.0882], [0.4272, 5.1477, -0.0633], [1.3591, 6.2643, -0.8681], [0.1158, 7.9935, -0.0972], [-1.9176, 6.0970, 0.8084], [-1.6658, 6.2959, -0.8834], [-2.2167, 8.6369, 0.8771], [-3.4583, 7.7607, 0.0925], [-2.7097, 10.5245, -1.9131], [-3.2413, 10.2732, -0.1666], [-4.0176, 9.3976, -1.5398], [-3.7836, 2.8168, -5.1080], [-3.4535, 1.4901, -5.6647], [-2.8590, 0.6674, -4.6936], [-1.7497, -0.1595, -5.3917], [-0.5380, 0.5752, -5.6676], [0.3021, 0.9316, -4.5110], [1.3085, -0.1181, -4.0114], [0.7009, -1.1689, -3.3162], [0.7874, -2.4389, -4.0366], [-4.1367, 3.4142, -5.9589], [-2.8162, 3.2036, -4.8127], [-4.4566, 2.7508, -4.2556], [-3.6066, 0.1375, -4.1595], [-2.2992, 1.3310, -3.9733], [-2.0509, -0.4556, -6.3725], [-1.5228, -1.0345, -4.7637], [-0.8322, 1.4367, -6.1410], [-0.2846, 1.3137, -3.6162], [0.9711, 1.7295, -4.7825], [1.9638, 0.4057, -3.3210], [1.7855, -0.6441, -4.8142], [1.8404, -2.7526, -3.9049], [0.5139, -2.4044, -5.0961], [0.1463, -3.1113, -3.4177], [-2.7201, -4.0805, -2.5508], [-3.3215, -2.9815, -3.2850], [-4.0766, -3.5024, -4.3877], [-4.8711, -2.4129, -5.0209], [-5.9435, -2.0352, -4.1647], [-6.9183, -1.0308, -4.6351], [-6.4788, 0.4163, -4.5743], [-6.2032, 0.8574, -3.2876], [-7.2216, 0.8524, -2.3650], [-2.4408, -3.6438, -1.6258], [-1.8185, -4.4201, -3.1362], [-3.4150, -4.8839, -2.4029], [-4.6754, -4.3189, -4.0687], [-3.3173, -3.9654, -5.0208], [-5.3011, -2.7736, -5.9649], [-4.1768, -1.5950, -5.2993], [-5.6661, -1.7385, -3.2367], [-7.9167, -1.1337, -4.1737], [-7.0953, -1.2384, -5.6946], [-7.3322, 1.0269, -4.9356], [-5.6465, 0.6116, -5.2178], [-8.0414, 1.5645, -2.6488], [-6.7651, 1.3449, -1.5047], [-7.6523, -0.1354, -2.1160], [-0.5683, 3.4014, 1.5503], [-1.6354, 2.8688, 0.7985], [-2.4254, 1.8605, 1.5530], [-2.8487, 2.4603, 2.7844], [-0.8395, 3.3075, 2.5019], [-2.3441, 3.6772, 0.5576], [-1.2408, 2.5538, -0.1429], [-1.8912, 0.9529, 1.8667], [-3.3065, 1.6186, 0.9609], [-3.4403, 3.1945, 2.5197], [0.5304, -4.0190, 1.0289], [-0.7897, -4.5652, 1.3134], [-0.9005, -5.9645, 0.6475], [-0.3654, -5.9836, -0.7221], [0.4956, -3.4794, 0.2009], [-0.9051, -4.7079, 2.3648], [-1.5363, -3.8254, 0.9510], [-1.9562, -6.2642, 0.6198], [-0.3103, -6.7108, 1.2504], [0.4799, -5.5254, -0.6495], [0.6938, 1.0502, -0.9362], [1.2205, 0.4915, 0.2450], [0.6684, -0.8708, 0.5312], [0.8467, -1.8133, -0.5214], [1.3338, 1.7176, -1.1424], [2.3007, 0.3236, 0.1803], [1.1025, 1.1032, 1.1397], [-0.3868, -0.9269, 0.7823], [1.2280, -1.3521, 1.3054], [0.5967, -1.3864, -1.3490], [3.3480, 3.4962, -2.1248], [3.1385, 2.7593, -0.9709], [3.1423, 4.5860, -1.9946], [4.3996, 3.3644, -2.4221], [2.7723, 3.0411, -2.8822], [2.9155, 3.4485, -0.2491], [-2.5949, -0.4688, -1.4806], [-2.9997, -1.5028, -0.6064], [-2.0751, -0.9007, -2.3622], [-3.4527, 0.0935, -1.7761], [-1.8940, 0.1838, -1.0191], [-3.3396, -2.2181, -1.1433]], "forces_ev_per_angstrom": [[1.70, 1.19, 1.32], [-1.02, -0.62, 0.33], [-1.62, -0.90, 0.81], [1.73, 0.35, -0.43], [1.14, -0.59, -0.47], [-0.11, -0.20, 0.24], [0.69, 1.83, -0.65], [-0.53, 0.17, -0.35], [-1.43, 0.51, -0.15], [-0.79, 0.14, -0.78], [0.14, -0.72, -0.92], [0.03, -0.01, 0.13], [0.22, -0.08, 0.33], [-0.61, 0.34, -0.51], [0.01, -0.05, -0.29], [-0.47, 0.29, 0.40], [-0.64, 0.41, -0.09], [-0.10, -0.44, -0.30], [0.04, 0.43, 0.19], [-0.75, -0.32, 0.06], [0.83, -0.91, 0.65], [0.02, 0.19, 0.32], [0.90, -0.64, 0.38], [0.46, -0.33, -0.35], [-0.19, 1.27, 0.00], [0.48, -0.54, 0.78], [1.29, 0.64, -0.12], [-0.97, -0.31, 1.73], [0.66, 1.09, 0.72], [-0.02, 1.78, -0.35], [1.84, -1.30, 0.74], [-1.29, -1.23, 0.29], [-0.17, 0.24, -0.45], [-0.28, -0.62, -1.04], [-0.68, 0.07, 0.49], [0.71, 0.11, -0.04], [-1.01, -0.73, 0.08], [-0.35, -0.63, -0.40], [0.16, 0.46, -0.16], [0.72, -0.67, -0.93], [-0.18, -0.21, -0.62], [0.24, 0.14, -0.41], [-0.92, -1.31, -0.11], [-0.71, 0.33, -0.06], [0.00, 1.11, 0.26], [-0.17, 0.34, -0.34], [1.50, -0.60, 0.01], [-0.66, 0.58, -0.04], [0.12, -0.52, -0.26], [0.13, 0.21, 0.71], [-1.15, -1.50, -1.16], [0.72, 0.18, 2.23], [1.67, 0.63, -1.03], [-0.66, -1.12, -0.01], [-2.00, 0.31, 1.61], [0.97, -0.32, -0.15], [-0.10, 0.33, -0.03], [0.63, 0.65, -0.32], [0.09, 0.06, 0.28], [-0.66, -0.35, -0.44], [0.68, 1.02, 0.14], [-0.30, 0.09, 0.40], [-0.78, -0.86, 0.29], [0.40, 0.78, -1.34], [-0.52, -0.44, 0.45], [0.07, 0.44, -0.06], [0.36, -0.27, -0.58], [0.35, 0.15, 0.20], [0.66, -0.22, -0.43], [-0.17, 0.38, 0.15], [0.18, -0.08, -0.78], [-0.60, 0.20, 0.04], [0.96, -1.40, -1.37], [-0.84, 1.52, 0.12], [2.21, 1.16, -0.29], [-0.40, -0.27, 1.21], [0.80, 1.00, 0.49], [-0.32, -0.09, 0.73], [-1.36, 0.18, -0.11], [-1.12, -1.47, -0.13], [0.35, 0.26, 2.25], [-0.28, -0.20, 0.48], [0.10, 0.53, 0.42], [-0.23, 0.01, -0.12], [-0.59, -0.85, 0.59], [-0.62, -0.62, -0.21], [-0.86, -0.65, -0.49], [-0.06, 0.12, -0.32], [0.36, -0.38, 0.12], [0.55, -0.52, -0.73], [0.02, 0.73, -0.48], [0.47, -0.07, -0.06], [0.99, 0.74, -0.86], [-0.43, -0.24, -0.43], [-0.19, 0.22, 0.27], [0.40, 0.28, -0.88], [0.80, 1.09, -2.05], [-0.62, -0.81, 0.57], [1.81, 0.14, 0.14], [0.45, 0.47, -0.92], [-1.92, 0.97, 1.11], [0.29, -0.72, -0.97], [-1.91, 0.09, -0.21], [1.88, -0.06, 0.01], [-1.07, 1.18, 0.69], [0.71, -0.10, 0.89], [-0.80, 0.01, 0.80], [-0.38, -0.51, 0.06], [-1.03, -0.63, 0.53], [-0.11, 0.20, -0.78], [0.08, -0.07, 0.13], [-0.18, -0.15, 0.07], [0.53, -0.28, -0.06], [0.58, -0.26, 0.21], [-0.08, -0.05, -0.07], [0.17, -0.16, -0.27], [0.75, 0.14, -0.13], [0.24, -0.70, -0.14], [-0.23, -0.50, 0.39], [0.29, 0.35, -0.08], [0.01, -0.25, 1.46], [-0.01, 1.06, -0.01], [-0.39, -0.48, 0.54], [-0.49, 0.61, -0.19], [0.33, 0.26, -1.17], [-0.06, 0.14, -0.01], [0.29, -0.68, -0.57], [-0.01, 0.24, -0.42], [-0.01, -0.48, -0.12], [0.39, -0.48, 0.46], [-0.76, -0.35, 0.01], [0.95, 0.27, -2.11], [0.83, 0.03, -0.40], [-0.96, 0.20, 1.35], [-0.07, -0.11, 0.81], [0.06, 0.14, 0.85], [0.16, -0.64, 0.14], [0.33, -0.10, -0.19], [-0.61, 0.68, -0.43], [0.10, 0.01, 0.05], [-0.59, -0.57, 0.47], [0.77, -0.92, 0.62], [-0.61, -1.07, -0.48], [0.23, 0.18, -0.59], [0.70, 0.97, -0.53], [0.14, 0.27, -0.44], [-0.42, 0.39, 0.02], [-0.36, 0.55, 0.30], [0.27, 0.22, 1.07], [0.02, 0.02, -0.55], [1.50, 1.02, -0.25], [-1.13, 1.19, 3.11], [-0.01, -0.83, -0.25], [-0.11, 0.34, -0.08], [-0.92, -0.05, -1.27], [0.44, -1.54, -1.22], [0.34, -1.19, -1.00], [0.27, 0.03, 0.79], [-0.37, 0.37, 0.29], [-0.63, 0.58, -0.52], [0.60, 0.45, 0.78], [-0.27, 0.09, -0.23]], "e_tot_ha": -3136.13275, "gap_ev": 8.527, "e_lumo_ev": 0.27, "homo_ev": -8.2521, "relative_energy_ev": 0.000}